{"formula": "C2H3F2O4S", "method": "ωB97M-V/def2-TZVPD", "species": ["C", "C", "O", "O", "O", "O", "F", "F", "S", "H", "H", "H"], "xyz": [[-0.263, -1.228, 0.932], [-0.849, -0.340, -0.096], [2.202, 0.857, 0.236], [1.728, 0.679, -2.189], [0.431, 2.257, -0.785], [-1.533, 0.781, 0.235], [-1.192, -1.911, 1.754], [-1.412, -1.016, -1.167], [1.244, 1.019, -0.855], [0.323, -2.017, 0.454], [0.354, -0.639, 1.613], [-1.032, 1.558, -0.132]], "mulliken_charge": [-0.124, 0.192, -0.580, -0.590, -0.710, -0.500, -0.333, -0.305, 1.008, 0.238, 0.182, 0.521], "orbital_gap_ev": 7.9, "homo_energy_ev": -4.3, "total_charge": -1, "total_energy_ev": -26583.3577}

=====

{"formula": "C2H3F3N2O", "method": "ωB97M-V/def2-TZVPD", "species": ["C", "C", "N", "N", "O", "F", "F", "F", "H", "H", "H"], "xyz": [[0.858, 0.390, 0.373], [-3.228, -0.045, -0.501], [1.834, 0.874, -0.059], [-0.140, -0.140, 0.841], [-2.182, -0.870, -0.638], [-4.308, -0.537, -1.306], [-3.630, 0.132, 0.777], [-3.000, 1.209, -0.898], [-0.238, -0.122, 1.813], [-1.217, -0.520, -0.024], [2.631, 0.509, -0.676]], "lowdin_spin": [0.457, 0.001, 0.721, 0.618, 0.015, 0.001, 0.000, 0.000, 0.046, 0.009, 0.131], "orbital_gap_ev": [6.2, 6.9], "homo_energy_ev": [-6.1, -11.5], "spin_multiplicity": 3, "total_charge": 0, "s2": 2.02, "total_energy_ev": -15296.5827}

=====

{"formula": "C2H3F3O2", "method": "ωB97M-V/def2-TZVPD", "species": ["O", "C", "O", "F", "C", "F", "F", "H", "H", "H"], "xyz": [[1.111, -0.583, 1.039], [0.017, -0.393, 0.201], [-1.164, -0.436, 0.929], [-0.143, -1.511, -0.657], [0.243, 0.770, -0.795], [-0.987, 1.289, -0.996], [0.762, 0.355, -1.884], [1.041, -1.317, 1.544], [-1.738, 0.268, 0.805], [0.857, 1.559, -0.185]], "mulliken_charge": [-0.491, 0.762, -0.507, -0.316, 0.216, -0.289, -0.217, 0.293, 0.316, 0.233], "orbital_gap_ev": 12.6, "homo_energy_ev": -11.8, "total_charge": 0, "total_energy_ev": -14369.5729}

=====

{"formula": "C2H3F3O3S", "method": "ωB97M-V/def2-TZVPD", "species": ["C", "C", "O", "O", "O", "F", "F", "F", "S", "H", "H", "H"], "xyz": [[0.300, 1.719, -1.866], [0.495, 0.479, -1.578], [0.963, -0.890, 3.000], [-0.673, 0.413, 1.707], [-0.947, -1.897, 1.591], [1.521, 0.111, -0.797], [-0.307, -0.623, -1.864], [-1.027, -3.185, 1.074], [0.398, -0.905, 1.674], [-0.613, 2.092, -2.279], [0.993, 2.512, -1.494], [-1.102, 0.173, 0.832]], "mulliken_charge": [-0.527, 0.410, -0.497, -0.421, -0.127, -0.195, -0.222, -0.102, 0.785, 0.293, 0.247, 0.355], "orbital_gap_ev": 10.8, "homo_energy_ev": -10.9, "total_charge": 0, "total_energy_ev": -27246.6817}

=====

{"formula": "C2H3F3S", "method": "ωB97M-V/def2-TZVPD", "species": ["F", "C", "F", "C", "F", "S", "H", "H", "H"], "xyz": [[1.934, 0.671, 1.314], [1.509, -0.096, 0.296], [2.003, 0.414, -0.909], [0.078, -0.090, 0.024], [-0.682, -0.777, 0.869], [-0.517, 1.795, 0.184], [2.057, -1.036, 0.388], [-0.265, -0.463, -0.999], [-0.287, 2.221, -1.006]], "mulliken_charge": [-0.211, 0.403, -0.249, -0.130, -0.249, -0.193, 0.201, 0.294, 0.135], "orbital_gap_ev": 10.4, "homo_energy_ev": -9.7, "total_charge": 0, "total_energy_ev": -21109.3508}

=====

{"formula": "C2H3F4N4O2", "method": "ωB97M-V/def2-TZVPD", "species": ["O", "N", "O", "N", "C", "C", "N", "F", "F", "N", "F", "F", "H", "H", "H"], "xyz": [[-0.423, -2.913, 0.072], [0.643, -2.506, -0.480], [1.512, -3.310, -0.798], [0.905, -1.286, -0.671], [-0.058, -0.342, -0.123], [0.556, 1.162, 0.314], [0.109, 1.581, 1.613], [0.732, 2.905, 1.936], [-1.246, 2.041, 1.619], [-1.147, -0.233, -1.165], [-2.192, 0.530, -0.620], [-0.832, 0.534, -2.259], [-0.541, -0.870, 0.623], [1.671, 0.917, 0.365], [0.311, 1.790, -0.427]], "mulliken_charge": [-0.717, 1.119, -0.730, -0.872, -0.001, -0.537, 0.027, -0.266, -0.182, -0.033, -0.212, -0.199, 0.741, 0.381, 0.483], "orbital_gap_ev": 8.8, "homo_energy_ev": -5.2, "total_charge": -1, "total_energy_ev": -23038.4120}

=====

{"formula": "C2H3FFeO", "method": "ωB97M-V/def2-TZVPD", "species": ["C", "C", "H", "F", "H", "H", "O", "Fe"], "xyz": [[-0.891, 0.260, 0.289], [-0.371, -0.776, -0.405], [-0.997, 0.297, 1.377], [-1.450, 1.279, -0.329], [-0.111, -1.676, 0.162], [-0.457, -0.806, -1.497], [2.456, 1.430, 0.682], [1.821, -0.009, -0.279]], "lowdin_spin": [0.063, 0.089, 0.003, 0.031, 0.010, 0.009, 1.799, 3.998], "orbital_gap_ev": [10.2, 6.9], "homo_energy_ev": [-22.3, -22.5], "spin_multiplicity": 7, "total_charge": 2, "s2": 12.02, "total_energy_ev": -41247.1712}

=====

{"formula": "C2H3FLiO", "method": "ωB97M-V/def2-TZVPD", "species": ["C", "C", "O", "F", "H", "H", "H", "Li"], "xyz": [[-0.445, 0.437, 0.170], [0.911, -0.228, 0.142], [1.864, 0.497, 0.728], [-0.372, 1.735, 0.270], [1.029, -0.271, -0.977], [0.799, -1.273, 0.511], [-2.098, -0.327, 0.520], [-1.687, -0.571, -1.364]], "lowdin_spin": [0.461, 0.045, 0.090, 0.096, 0.013, 0.015, 0.224, 0.057], "orbital_gap_ev": [6.0, 6.0], "homo_energy_ev": [-7.5, -7.5], "spin_multiplicity": 2, "total_charge": 0, "s2": 0.78, "total_energy_ev": -7085.4399}